{"formula": "C9H19O2P", "method": "ωB97M-V/def2-TZVPD", "e_lumo_ev": [0.75, -1.62], "charge": 0, "spin_multiplicity": 3, "homo_energy_ev": [-4.59, -9.16], "orbital_gap_ha": [0.19644, 0.27700], "species": ["C", "C", "C", "C", "C", "C", "C", "C", "C", "O", "O", "P", "H", "H", "H", "H", "H", "H", "H", "H", "H", "H", "H", "H", "H", "H", "H", "H", "H", "H", "H"], "xyz": [[2.29, 2.07, 0.52], [1.67, 1.95, -1.01], [2.52, 0.67, 1.08], [0.43, 1.12, -1.05], [1.10, -0.09, 1.14], [0.60, -0.23, -0.31], [0.24, -3.10, -0.17], [-2.21, -2.74, -0.32], [-0.79, -2.28, -0.36], [-3.76, 2.43, 0.02], [-0.67, -0.88, -0.35], [-3.37, 0.89, 0.77], [3.22, 2.53, 0.30], [1.80, 2.78, 1.11], [1.61, 2.98, -1.31], [2.44, 1.40, -1.48], [3.16, 0.18, 0.26], [3.05, 0.55, 2.03], [-0.51, 1.76, -0.62], [0.14, 0.88, -2.09], [1.20, -1.04, 1.58], [0.11, 0.40, 1.55], [1.38, -0.70, -0.81], [-2.52, 0.23, -0.03], [1.26, -2.74, -0.26], [0.17, -4.09, -0.18], [-2.34, -3.76, 0.10], [-2.73, -2.82, -1.31], [-2.69, -1.94, 0.22], [-4.62, 2.35, -0.48], [-2.20, 1.22, 1.45]]}

---

{"formula": "H16O8", "method": "ωB97M-V/def2-TZVPD", "e_above_lowest_kj_mol": 1280.5, "e_lumo_ev": -0.01, "charge": 0, "spin_multiplicity": 1, "homo_energy_ev": -9.37, "orbital_gap_ha": 0.34408, "species": ["O", "H", "H", "O", "H", "H", "O", "H", "H", "O", "H", "H", "O", "H", "H", "O", "H", "H", "O", "H", "H", "O", "H", "H"], "xyz": [[1.65, -1.40, -0.01], [2.21, -2.16, -0.16], [0.76, -1.72, -0.13], [0.04, -2.30, -0.37], [-0.66, -1.72, -0.08], [-0.06, -3.09, 0.16], [-1.90, 2.49, -0.30], [-2.02, 3.25, 0.26], [-1.57, 1.81, 0.29], [0.22, 1.82, -1.03], [0.57, 2.59, -0.59], [-0.73, 1.94, -0.98], [1.34, 1.02, -2.44], [1.01, 1.49, -1.68], [0.85, 1.38, -3.18], [-0.56, 0.30, 0.15], [-0.17, 1.10, -0.21], [0.10, -0.38, -0.01], [0.85, -0.92, 1.89], [1.02, -1.72, 2.38], [1.50, -0.93, 1.18], [-1.72, -1.23, 1.51], [-1.23, -0.63, 0.95], [-1.51, -0.97, 2.40]]}